Entry from OMol25: a 10-piece molecular cluster, C64H142F3N8O12S overall (wB97M-V/def2-TZVPD).

Lowest unoccupied orbital energy (alpha / beta), eV: -6.706 / -6.707
Frontier orbital gap (alpha / beta), eV: 4.14 / 6.20
⟨S²⟩: 0.774
Charge: +4
2S+1: 2
Energy, Ha: -4560.8888
Max |F|, eV Å⁻¹: 6.25
E_HOMO (alpha / beta), Ha: -0.39872 / -0.47442

```
230
Properties=species:S:1:pos:R:3:forces:R:3
C -1.105097 -1.425255 0.192724 -2.2659 0.1303 -5.0692
C -0.275828 -0.948110 1.114553 2.1090 1.3152 2.0010
C 0.533470 0.285524 0.837350 2.3695 0.8290 1.0863
O 1.463984 0.762307 1.658260 -0.6681 -0.9497 0.6426
C 0.461283 0.984223 -0.366717 -2.2694 -2.3402 -0.7190
C -0.513676 0.575790 -1.347652 0.9505 -3.5788 5.0329
C -1.290184 -0.834119 -1.098396 3.0489 3.1703 2.6164
O -1.981629 -1.287444 -2.026196 -1.8407 -1.3143 -2.6496
O -0.768223 1.314820 -2.260412 -1.5911 2.5227 -4.9109
O -0.197919 -1.646692 2.189370 0.7651 0.0079 1.9338
H -1.681231 -2.310685 0.417434 -0.1821 -0.1869 0.0534
H 1.102207 1.831401 -0.561377 -0.0571 0.1648 0.1012
C -3.815722 1.156171 -3.791381 -1.3473 -0.8661 0.0603
C -5.011321 0.154539 -3.729759 0.1200 -1.1123 0.3877
C -5.656061 -0.280550 -5.053080 -0.2731 -0.3447 -0.1290
O -6.829332 -1.107087 -4.890602 1.5112 1.3261 0.0926
C -7.327088 -1.505055 -6.147213 -0.8168 -1.0665 -0.0696
N -4.567799 -1.130343 -2.993997 -0.6055 0.3826 -0.3746
H -5.266054 -1.370633 -2.304937 -1.0696 0.2919 1.1609
H -4.490618 -2.016914 -3.471622 -0.0933 0.0898 -1.1740
H -3.668615 -1.026633 -2.545884 1.2917 0.2794 0.8653
H -3.477444 1.445306 -2.796353 -0.0296 -0.3327 0.0794
H -4.242665 2.056328 -4.233606 0.4418 0.0229 -0.4644
H -2.968252 0.695645 -4.299127 0.0239 0.4062 -0.2629
H -5.778737 0.554606 -3.067085 -0.1082 -0.0007 -0.0919
H -4.961702 -0.872229 -5.649649 0.6250 -0.1825 -0.0347
H -5.844456 0.591242 -5.679651 -0.4018 0.2950 0.1279
H -8.177756 -2.148473 -5.922560 -0.2850 0.4091 -0.0487
H -6.687885 -2.182154 -6.713829 0.8024 0.0525 0.1059
H -7.610101 -0.705369 -6.831693 -0.0895 0.3482 0.3242
C -0.468779 -4.244138 -5.972364 -0.4420 0.0408 -0.5770
N -0.545423 -3.118379 -7.014529 0.6592 -1.3923 0.2042
C 0.183451 -3.581911 -8.324550 -0.2450 0.9103 1.2850
C -2.000169 -2.881241 -7.429823 1.3745 0.5189 -0.6931
C 0.199141 -1.887153 -6.399564 -0.5132 0.9006 -0.1707
C -0.371158 -1.149160 -5.150611 -1.1215 -2.0197 0.6907
O -0.179375 -1.967909 -3.953525 1.1637 0.4184 -2.5892
H 0.575610 -4.436938 -5.727040 -0.1046 0.7448 0.5460
H -0.786530 -5.234976 -6.296974 -0.4900 0.3382 -0.8985
H -1.166260 -3.930333 -5.195739 0.7502 -0.0515 0.4224
H 0.255321 -2.718679 -8.986182 -0.2161 -0.0866 -0.0086
H -0.423698 -4.374128 -8.762564 0.2944 0.0175 0.0854
H 1.200747 -3.878495 -8.069120 -0.2217 -0.2558 0.0529
H -2.368617 -3.767529 -7.946390 -0.1630 -0.3746 0.9185
H -1.931280 -2.212651 -8.287921 -0.1591 0.6678 0.3904
H -2.591848 -2.474431 -6.609744 0.0365 -0.3184 -0.2029
H 0.247968 -1.206088 -7.249188 -0.0693 0.2400 0.1113
H 1.230784 -2.119851 -6.135661 -0.0963 -0.7744 -0.2832
H -1.446452 -0.997854 -5.245201 -0.2804 -0.0048 -0.2684
H 0.004494 -0.130401 -5.055161 0.6982 -0.1795 -0.0529
H -0.774462 -1.630097 -3.280213 -1.0716 0.5480 1.1417
C -5.001378 -5.066125 6.374732 -0.0397 0.1567 0.1232
N -4.255172 -3.954071 5.660536 -2.1735 0.1331 0.4120
C -5.317984 -2.855019 5.391139 1.3868 0.2918 -0.2137
C -3.157602 -3.464913 6.590744 0.0373 -0.0226 -1.1105
C -3.719530 -4.559295 4.374302 3.1020 0.0723 1.3105
C -2.413746 -3.855096 3.872920 -2.2678 0.9106 -1.9407
O -2.779468 -2.503719 3.553269 0.3726 -0.6975 1.1930
H -5.498010 -4.656225 7.254191 0.3401 0.0100 0.0854
H -4.282744 -5.843419 6.634504 -0.1884 0.0384 0.0749
H -5.803812 -5.466805 5.755322 0.2960 0.0497 -0.3070
H -4.722136 -2.015550 5.032869 -0.3285 0.0953 -0.0829
H -5.855582 -2.585890 6.300352 0.2738 -0.2644 0.0764
H -6.028801 -3.148667 4.618735 0.2500 -0.3293 0.0638
H -2.636437 -2.636629 6.110708 -0.2969 0.1164 -0.0154
H -2.426509 -4.270424 6.659645 -0.2097 -0.0856 0.3906
H -3.555947 -3.157499 7.557651 -0.1458 -0.2692 -0.1973
H -4.488817 -4.762257 3.629259 0.0498 0.3856 0.2568
H -3.247863 -5.456121 4.775975 -0.6418 -0.7673 -0.3941
H -2.169069 -4.292220 2.904854 -0.0892 -0.6629 -0.0435
H -1.505602 -4.016462 4.453725 -0.2681 0.3937 0.6926
H -2.136501 -2.218718 2.899851 0.8430 0.7368 -0.4419
C 0.730095 -6.598656 -1.221527 0.1564 1.9245 -0.2188
N 0.125314 -5.135622 -0.937944 -0.9647 -1.4369 -0.3367
C 1.039686 -4.004870 -1.493858 -0.3274 -1.6113 0.6885
C -1.236405 -5.017247 -1.704827 1.6638 0.9140 1.5957
C -0.215117 -5.051286 0.574309 1.0897 -0.0480 -0.1272
C 0.966081 -4.565233 1.430094 -0.5362 -0.0961 0.4833
O 2.108260 -5.422777 1.400937 -0.2882 0.0185 -1.0137
H 0.061325 -7.377529 -0.855191 -0.0409 0.3894 0.0919
H 1.724047 -6.652950 -0.777446 -0.2979 0.0785 0.3855
H 0.884646 -6.702165 -2.295534 -0.3439 0.1665 -0.0341
H 2.046502 -4.266689 -1.168484 -0.0773 0.2329 -0.0732
H 0.722693 -3.028641 -1.126983 -0.2366 -0.0868 0.1358
H 0.953722 -4.051630 -2.579457 0.0597 0.0613 0.1146
H -0.941715 -4.947191 -2.751890 -0.6805 -0.5658 0.0404
H -1.605836 -4.051046 -1.361198 -0.1500 0.2349 -0.4083
H -1.932679 -5.758941 -1.313438 0.2567 -0.3580 -0.6904
H -0.583581 -6.020684 0.909890 0.3352 -0.2869 -0.3606
H -1.066587 -4.386740 0.720887 0.3651 0.4463 -0.2509
H 0.629247 -4.548198 2.466604 -0.4684 0.2535 -0.0245
H 1.149438 -3.524979 1.161109 0.3815 0.0731 0.0021
H 2.640104 -5.295779 2.189996 -0.1199 0.0485 0.0695
C 0.714235 3.483808 -5.710172 0.3606 1.0064 -0.0991
N -0.261393 4.668787 -5.386607 0.6559 0.3546 -0.3234
C 0.557539 5.985638 -5.139857 0.1087 -1.2073 -0.3453
C -1.196404 4.947917 -6.596771 0.4209 -0.4502 0.3045
C -1.132257 4.310338 -4.169252 -0.5808 0.7105 -0.0986
C -0.573022 4.467801 -2.758727 1.4918 -1.3347 -0.8955
O 0.513698 3.530316 -2.669221 0.6315 2.3495 0.0579
H 0.246059 2.505255 -5.816652 -0.6798 0.4474 0.0781
H 1.488381 3.363746 -4.952281 -0.4827 0.3912 0.3841
H 1.251104 3.717197 -6.629632 -0.3288 0.2084 -0.1330
H 1.443518 5.661956 -4.593621 -0.3862 0.4020 0.6008
H -0.080614 6.757794 -4.710156 0.0211 -0.4770 0.5553
H 0.951786 6.466790 -6.034935 -0.3173 -0.7086 -0.5610
H -0.767761 4.421475 -7.449541 0.0862 0.5339 -0.0825
H -1.282249 6.027759 -6.717887 0.2678 -0.1883 -0.1930
H -2.216576 4.578044 -6.494040 0.2314 -0.2997 0.6148
H -1.389426 3.270740 -4.372255 -0.3038 0.0679 0.3660
H -1.996087 4.971428 -4.238859 -0.2091 -0.1528 -0.2494
H -1.329697 4.222576 -2.013469 -0.3109 0.0152 -0.2472
H -0.212494 5.474212 -2.546018 0.0163 0.0794 -0.1111
H 0.146271 2.738238 -2.270199 -0.7480 -1.6793 0.1386
C 2.775393 0.152203 -3.868238 -0.3459 -0.8319 0.6345
C 3.406662 0.317674 -2.487492 1.4031 2.1478 0.4236
C 3.724020 1.843585 -2.193368 -0.4528 -0.9113 0.6275
C 4.160030 2.090507 -0.708955 -0.8838 0.8664 -1.9318
N 4.277635 3.629304 -0.375192 0.1197 -1.3969 -1.3004
C 4.714048 3.785305 1.073038 -1.2327 0.2742 -0.7685
C 3.424659 4.309777 1.694158 1.6223 0.5795 2.7377
C 2.837938 5.261320 0.731714 -0.1051 -0.2039 -1.0252
C 2.859666 4.332531 -0.461410 0.5509 -0.2910 -0.6978
C 5.296928 4.319622 -1.293986 0.4000 -0.5591 -0.3823
C 6.766799 3.752055 -1.144430 -1.0402 -0.2490 -1.1220
C 7.680775 4.101485 -2.335459 0.7064 1.5440 0.6703
H 1.986035 0.874720 -4.075591 -0.3296 -0.1346 0.4145
H 2.388046 -0.858928 -3.743003 -0.6633 -0.0300 -0.8566
H 3.404247 0.169547 -4.758376 0.6269 0.0308 0.4092
H 4.337839 -0.245606 -2.426546 0.1815 -0.0993 -0.1466
H 2.808721 -0.036109 -1.647611 -0.6118 -0.1019 -0.3699
H 2.764026 2.343446 -2.322463 -0.0334 0.2711 -0.1581
H 4.407765 2.192950 -2.967017 0.2385 0.1665 0.2513
H 5.091181 1.556840 -0.518530 -0.0225 0.4165 0.4183
H 3.312567 1.736537 -0.121922 0.2578 -0.1314 0.5832
H 5.541102 4.490413 0.990010 -0.1912 0.0254 0.8330
H 4.994650 2.848690 1.554830 0.2761 0.0110 -0.5182
H 3.754727 4.875026 2.565742 -0.3283 -0.2686 0.5648
H 2.769044 3.492019 1.993375 -0.0993 -0.0605 -0.1210
H 3.498030 6.125257 0.654198 -0.1566 0.1455 -0.3040
H 1.824830 5.585204 0.970034 0.1132 -0.0239 -0.0177
H 2.673119 4.731641 -1.458413 0.4376 0.0191 0.0258
H 2.104361 3.563611 -0.298967 0.1877 -0.1744 -0.0392
H 5.176026 5.394342 -1.158146 0.4510 0.0685 0.7306
H 4.975029 4.247385 -2.332867 -0.1813 -0.6992 0.0619
H 6.762949 2.662913 -1.187341 -0.4829 -0.1100 0.5981
H 7.183503 4.087543 -0.194740 0.2658 -0.0892 -0.2093
H 7.834215 5.179306 -2.282013 -0.0112 0.2063 -0.4819
H 7.427690 3.838648 -3.362564 -0.7491 -0.1843 0.3016
H 8.695017 3.723153 -2.207912 -0.1257 -0.3304 0.3531
C 0.529913 -1.926199 5.441403 1.8138 0.3061 1.1832
C 1.808528 -1.623880 6.350090 -0.2960 -0.6053 -1.7433
C 3.021104 -0.937892 5.621550 -0.4422 0.5183 -0.0227
C 3.303877 -1.544667 4.226513 0.5471 0.0924 0.0200
N 4.583448 -1.083426 3.514332 0.2262 3.8998 -1.1392
C 5.859701 -1.062371 4.341124 0.2925 -0.7052 0.5737
C 6.182588 0.363039 4.972234 -1.0093 -1.1872 -0.9090
C 5.193612 1.256159 4.283790 -1.9068 0.8717 -1.2438
C 4.555605 0.481493 3.111383 0.5379 -0.4404 0.5952
C 4.854758 -1.827688 2.171425 -0.7036 -0.2478 1.0736
C 3.699994 -1.756868 1.154185 0.8413 -0.0601 1.3514
C 3.983279 -2.671265 -0.045544 -0.0538 0.8747 1.0669
H -0.217209 -2.329697 6.124848 -0.1932 0.0773 -0.1718
H 0.802202 -2.695168 4.718468 -0.3352 0.2600 -0.3086
H 0.193854 -1.005012 4.965392 -0.2071 -0.3200 -0.2596
H 2.224709 -2.589572 6.637047 -0.2755 -0.0852 0.4785
H 1.434408 -1.099854 7.229594 0.6315 0.2046 0.0202
H 3.865468 -0.920593 6.310634 0.2334 -0.5177 -0.1111
H 2.851705 0.127569 5.465948 -0.4189 0.1460 -0.1237
H 2.472187 -1.282739 3.572448 -0.0389 -0.0021 -0.1559
H 3.424727 -2.627940 4.229439 -0.1753 -0.1557 0.3105
H 6.604651 -1.402607 3.621824 0.3200 0.3009 0.3501
H 5.755034 -1.861518 5.074953 0.1449 0.1283 0.1545
H 7.122721 0.769472 4.599326 0.4314 -0.8143 0.7160
H 6.061410 0.381835 6.055316 0.4410 -0.1225 -0.1494
H 5.718830 2.137776 3.916367 -0.1175 0.0419 -0.2948
H 4.315419 1.676139 4.774180 0.4155 -0.2380 1.0902
H 5.224496 0.569705 2.255279 -0.2008 -0.3534 -0.1992
H 3.561372 0.853533 2.864014 -0.2392 -0.5749 -0.2259
H 5.073366 -2.816596 2.574376 0.0364 -0.4048 -0.6518
H 5.754293 -1.395686 1.732879 0.0888 -0.0360 0.3119
H 3.628909 -0.706551 0.871564 -0.4814 -0.0292 -0.1040
H 2.820593 -2.053528 1.725800 -0.4662 0.2189 -0.6075
H 3.813857 -3.692805 0.294827 0.0229 -0.1375 -0.5546
H 5.026467 -2.521184 -0.323636 -0.0208 -0.2604 -0.3726
H 3.320308 -2.332545 -0.841682 0.1113 -0.4735 -0.1603
C -2.320624 5.525444 0.605388 -0.3071 -0.8037 -0.7344
C -0.971763 4.910885 1.001500 0.3770 0.8293 1.3244
C -1.037571 3.603958 1.812900 0.7269 -0.5048 0.6122
C -1.255119 3.776642 3.340273 -1.3153 0.0192 -0.4765
N -1.182152 2.460210 4.190955 -0.7080 1.8908 -1.9951
C -1.697771 2.764371 5.566522 0.9957 -0.7992 0.2462
C -0.457753 3.337106 6.315624 -0.1269 -1.6914 -0.7931
C 0.646966 2.333905 5.789304 0.1636 0.3964 0.5730
C 0.326036 2.113436 4.326335 -1.1530 0.1391 0.3422
C -2.055646 1.387715 3.470906 1.7804 -0.6592 1.0713
C -3.514421 1.623779 3.442125 -1.5690 0.7139 -0.2525
C -4.246652 0.702356 2.441327 0.2657 0.6226 -0.2452
H -2.340219 6.529390 0.181346 0.6183 0.0866 0.2246
H -3.048279 5.529462 1.416927 0.2053 -0.0365 0.2309
H -2.773841 4.910449 -0.172095 -0.1683 -0.2122 -0.0508
H -0.464555 5.646537 1.625739 0.0305 0.2299 0.4147
H -0.209684 4.799138 0.230236 -0.6010 -0.2410 -0.7178
H -0.112872 3.036160 1.709803 0.2823 -0.0488 -0.3619
H -1.799381 2.939220 1.405615 -0.1738 0.1491 -0.0032
H -2.260801 4.192069 3.404539 -0.2278 -0.3198 0.5640
H -0.653714 4.533543 3.843774 0.5114 -0.2888 -0.2830
H -1.900620 1.744666 5.893852 -0.2059 0.1343 0.7854
H -2.640363 3.311144 5.540715 0.3359 0.2112 -0.0775
H -0.580787 3.320713 7.398542 0.0134 0.1329 -0.1693
H -0.237847 4.339733 5.948913 0.0378 0.0192 0.3087
H 0.752702 1.351588 6.249708 -0.9335 0.0477 0.6436
H 1.665648 2.694859 5.931060 -0.0441 0.5631 -0.2406
H 0.429318 1.067448 4.037660 0.3960 0.3726 -0.6523
H 0.854974 2.864311 3.739381 0.0022 -0.6981 -0.4732
H -1.922478 0.468590 4.041509 0.6650 -0.1833 -0.1026
H -1.580329 1.285559 2.495338 -0.2092 -0.2878 0.0352
H -3.674900 2.676407 3.209067 -0.3893 0.0571 -0.3925
H -4.035954 1.476553 4.387862 0.4885 0.0502 0.4235
H -5.229527 1.091950 2.176273 0.0840 0.1072 0.0558
H -4.445090 -0.303947 2.810201 0.4116 -0.0004 0.0893
H -3.649487 0.664313 1.530254 -0.1243 -0.3314 -0.1982
C -5.285309 -2.409806 0.542336 -2.0969 0.6959 -0.5521
F -5.266382 -3.556744 -0.122319 0.5650 -0.8435 -0.2176
F -5.138144 -2.688820 1.850131 0.7037 0.3447 -0.4300
F -4.313161 -1.635275 0.029273 0.4358 -0.2802 0.8629
S -6.934933 -1.590286 0.209350 -2.6211 1.0255 0.4531
O -7.952193 -2.584582 0.559712 1.8375 0.8299 -0.0540
O -6.921616 -0.353189 0.984302 0.5910 -1.1219 0.3299
O -6.913318 -1.259395 -1.214435 1.2329 -0.7461 -0.6332
```
Positions in Å, forces in eV/Å.

Atomic partial charges in e from the Mulliken method, atoms 1 to 8:
1. C -0.18
2. C -0.21
3. C -0.49
4. O -0.85
5. C 0.18
6. C 1.39
7. C 0.51
8. O -1.61